C17H20FNO3 | ωB97M-V with the def2-TZVPD basis set

The value obtained for the max |F| is 0.8 eV/Å. Its net charge is 0. Its highest occupied orbital energy is -0.282 Ha. Its spin multiplicity is 1.

Bonds (Å) are listed after each position.
Element x y z (Å)
1 C -0.402 3.938 0.540  O2 1.405, H40 1.097, H41 1.088, H42 1.096
2 O 0.145 2.702 0.926  C1 1.405, C3 1.408
3 C -0.746 1.838 1.589  O2 1.408, C4 1.534, H38 1.101, H39 1.093
4 C -1.781 1.177 0.669  C3 1.534, H5 1.091, H6 1.091, C7 1.536
5 H -2.447 1.935 0.253  C4 1.091
6 H -2.378 0.492 1.271  C4 1.091
7 C -1.104 0.429 -0.490  C4 1.536, N8 1.439, H36 1.093, H37 1.091
8 N -0.388 -0.736 -0.041  C7 1.439, C9 1.368, C12 1.372
9 C -0.968 -1.914 0.340  N8 1.368, C10 1.373, C26 1.493
10 C -0.007 -2.696 0.931  C9 1.373, C11 1.404, H25 1.073
11 C 1.190 -1.963 0.934  C10 1.404, C12 1.376, H24 1.072
12 C 0.934 -0.756 0.325  N8 1.372, C11 1.376, C13 1.460
13 C 1.881 0.320 0.047  C12 1.460, C14 1.394, C18 1.393
14 C 2.016 0.857 -1.232  C13 1.394, C15 1.382, H23 1.081
15 C 2.913 1.878 -1.479  C14 1.382, C16 1.382, H22 1.079
16 C 3.687 2.350 -0.436  C15 1.382, C17 1.382, F21 1.354
17 C 3.605 1.814 0.835  C16 1.382, C18 1.381, H20 1.079
18 C 2.700 0.797 1.068  C13 1.393, C17 1.381, H19 1.080
19 H 2.615 0.371 2.056  C18 1.080
20 H 4.235 2.199 1.622  C17 1.079
21 F 4.558 3.359 -0.670  C16 1.354
22 H 3.022 2.304 -2.464  C15 1.079
23 H 1.435 0.453 -2.049  C14 1.081
24 H 2.142 -2.289 1.305  C11 1.072
25 H -0.152 -3.686 1.318  C10 1.073
26 C -2.383 -2.285 0.038  C9 1.493, H27 1.091, H28 1.092, C29 1.541
27 H -2.663 -3.111 0.693  C26 1.091
28 H -3.068 -1.454 0.221  C26 1.092
29 C -2.542 -2.744 -1.425  C26 1.541, C30 1.509, H34 1.091, H35 1.090
30 C -1.527 -3.812 -1.749  C29 1.509, O31 1.200, O32 1.337
31 O -0.655 -3.714 -2.568  C30 1.200
32 O -1.706 -4.916 -1.015  C30 1.337, H33 0.970
33 H -1.020 -5.570 -1.220  O32 0.970
34 H -3.542 -3.154 -1.571  C29 1.091
35 H -2.386 -1.916 -2.117  C29 1.090
36 H -1.855 0.134 -1.227  C7 1.093
37 H -0.397 1.113 -0.962  C7 1.091
38 H -1.268 2.374 2.396  C3 1.101
39 H -0.112 1.067 2.034  C3 1.093
40 H -0.858 4.453 1.394  C1 1.097
41 H 0.429 4.531 0.163  C1 1.088
42 H -1.153 3.832 -0.251  C1 1.096

=====

C11H12NO | ωB97M-V with the def2-TZVPD basis set

The value obtained for the max |F| is 1.6 eV/Å. Its net charge is +1. Its highest occupied orbital energy is -0.463 Ha. Its spin multiplicity is 1.

Bonds (Å) are listed after each position.
Element x y z (Å)
1 C 3.483 -0.184 0.165  C2 1.427, C3 1.344, H14 1.077
2 C 2.845 -0.426 -1.088  C1 1.427, C4 1.358, H15 1.080
3 C 2.766 -0.185 1.301  C1 1.344, C5 1.481, H16 1.079
4 C 1.508 -0.646 -1.184  C2 1.358, C6 1.423, H17 1.078
5 C 1.308 -0.449 1.322  C3 1.481, C6 1.491, H18 1.097, H25 1.098
6 C 0.692 -0.673 -0.017  C4 1.423, C5 1.491, N12 1.276
7 C -4.130 -1.196 -0.052  C9 1.336, H19 1.079, H20 1.079
8 C -0.521 2.983 -0.784  C11 1.284, H21 1.072, H22 1.075
9 C -2.946 -0.600 -0.213  C7 1.336, C10 1.438, H23 1.077
10 C -1.716 -1.332 -0.075  C9 1.438, N12 1.256, H24 1.092
11 C -0.963 2.284 0.199  C8 1.284, O13 1.168
12 N -0.574 -0.811 -0.102  C6 1.276, C10 1.256
13 O -1.297 1.640 1.113  C11 1.168
14 H 4.545 -0.001 0.184  C1 1.077
15 H 3.453 -0.427 -1.981  C2 1.080
16 H 3.230 0.002 2.258  C3 1.079
17 H 1.035 -0.823 -2.136  C4 1.078
18 H 1.115 -1.330 1.946  C5 1.097
19 H -5.051 -0.639 -0.121  C7 1.079
20 H -4.216 -2.249 0.168  C7 1.079
21 H -1.001 3.018 -1.742  C8 1.072
22 H 0.324 3.632 -0.637  C8 1.075
23 H -2.878 0.454 -0.426  C9 1.077
24 H -1.801 -2.411 0.065  C10 1.092
25 H 0.789 0.370 1.837  C5 1.098

=====

C13H22N2 | ωB97M-V with the def2-TZVPD basis set

The value obtained for the max |F| is 4.2 eV/Å. Its net charge is 0. Its highest occupied orbital energy is -0.317 Ha. Its spin multiplicity is 1.

Bonds (Å) are listed after each position.
Element x y z (Å)
1 C -2.483 -2.498 -0.489  C2 1.355, N14 1.355, H16 1.094
2 C -1.678 -1.573 -1.066  C1 1.355, N15 1.369, H17 1.081
3 C -1.534 -1.431 1.072  N14 1.312, N15 1.379, H18 1.123
4 C 1.043 0.389 -0.169  C5 1.365, C12 1.528, H19 1.058
5 C -0.320 0.337 -0.094  C4 1.365, C13 1.556, N15 1.397
6 C 3.384 0.068 -0.430  C12 1.545, H20 0.999, H21 1.072, H22 1.070
7 C 1.760 -1.820 -1.049  C12 1.483, H23 1.099, H24 1.062, H25 1.092
8 C 2.255 -1.184 1.356  C12 1.550, H26 1.068, H27 1.009, H28 1.040
9 C -2.120 1.379 1.231  C13 1.462, H29 1.027, H30 1.084, H31 1.081
10 C -2.118 1.691 -1.201  C13 1.603, H32 1.081, H33 1.140, H34 1.048
11 C -0.351 2.799 0.321  C13 1.486, H35 1.089, H36 1.115, H37 1.043
12 C 2.093 -0.719 -0.114  C4 1.528, C6 1.545, C7 1.483, C8 1.550
13 C -1.204 1.600 0.113  C5 1.556, C9 1.462, C10 1.603, C11 1.486
14 N -2.349 -2.437 0.858  C1 1.355, C3 1.312
15 N -1.051 -0.853 -0.084  C2 1.369, C3 1.379, C5 1.397
16 H -2.971 -3.413 -0.838  C1 1.094
17 H -1.402 -1.571 -2.111  C2 1.081
18 H -0.968 -1.317 2.035  C3 1.123
19 H 1.362 1.395 -0.100  C4 1.058
20 H 4.233 -0.459 -0.438  C6 0.999
21 H 3.388 0.553 -1.386  C6 1.072
22 H 3.538 0.758 0.372  C6 1.070
23 H 1.054 -1.310 -1.720  C7 1.099
24 H 1.386 -2.672 -0.538  C7 1.062
25 H 2.554 -2.197 -1.697  C7 1.092
26 H 1.340 -1.622 1.690  C8 1.068
27 H 3.026 -1.834 1.315  C8 1.009
28 H 2.424 -0.346 1.947  C8 1.040
29 H -2.872 2.076 1.182  C9 1.027
30 H -2.576 0.398 1.173  C9 1.084
31 H -1.631 1.507 2.187  C9 1.081
32 H -2.838 2.495 -1.263  C10 1.081
33 H -1.494 1.578 -2.149  C10 1.140
34 H -2.683 0.813 -1.110  C10 1.048
35 H -0.838 3.721 0.635  C11 1.089
36 H 0.442 2.656 1.091  C11 1.115
37 H 0.198 3.044 -0.531  C11 1.043